DFT (the ωB97M-V functional and the def2-TZVPD basis) results for a 14-piece molecular cluster, C41H119N19O14 overall at a distorted geometry.

The geometry in XYZ format:
```
193
Properties=species:S:1:pos:R:3:mulliken_charge:R:1
C -7.7427 -19.6777 6.9095 0.6410
O -6.6706 -20.3001 7.0553 -0.6995
N -8.1968 -18.8855 7.8174 -0.4062
N -8.4185 -19.7109 5.8418 -0.3689
H -7.4680 -18.7079 8.4938 0.2388
H -8.9732 -18.2597 7.6571 0.1896
H -9.1633 -19.0750 5.5949 0.1765
H -8.0504 -20.2971 5.1062 0.2287
C -18.2964 -25.7801 11.2626 0.6548
O -18.1399 -24.7557 10.6628 -0.6348
N -17.3847 -26.3029 12.0061 -0.3607
N -19.4553 -26.4254 11.3752 -0.4064
H -16.4059 -26.0585 11.9589 0.1913
H -17.6468 -26.9040 12.7742 0.1533
H -19.4386 -27.1872 12.0381 0.1716
H -20.2302 -25.9732 10.9115 0.2305
C -16.9645 -17.9282 12.4766 0.6599
O -18.0567 -17.6690 11.9978 -0.6587
N -16.4643 -19.0578 12.6811 -0.2968
N -16.0664 -17.0980 12.9578 -0.3941
H -16.8667 -19.9065 12.3099 0.1917
H -15.5659 -19.0069 13.1399 0.1467
H -16.2652 -16.1235 12.7818 0.1979
H -15.2090 -17.3754 13.4138 0.1534
C -10.8037 -24.9469 2.1572 0.6882
O -9.7738 -24.9680 1.4996 -0.6738
N -12.0172 -24.5427 1.8115 -0.3850
N -10.7799 -25.3890 3.3669 -0.3781
H -12.0669 -24.1422 0.8857 0.2162
H -12.7885 -24.5661 2.4632 0.1723
H -11.6428 -25.3357 3.8891 0.1482
H -9.8799 -25.6890 3.7133 0.2084
C -9.7351 -17.4120 15.2637 0.6496
O -10.5239 -18.1680 14.7647 -0.6615
N -9.1984 -17.4808 16.4616 -0.3970
N -9.4165 -16.3581 14.6007 -0.3970
H -8.4891 -16.7806 16.6248 0.1755
H -9.3639 -18.3514 16.9460 0.2385
H -8.8462 -15.6801 15.0857 0.1579
H -10.0042 -16.1939 13.7959 0.2338
C -13.3392 -26.8013 25.7783 -1.2481
C -11.8432 -27.1527 25.2376 0.2181
C -10.7099 -26.0997 25.4514 -0.5859
O -11.1178 -24.8703 24.9670 -0.3105
C -10.0876 -23.9656 24.5529 -0.7608
N -11.4477 -28.3406 25.8791 -0.6397
H -13.3147 -26.6185 26.8526 0.3081
H -14.1746 -27.4418 25.4955 0.3287
H -13.4593 -25.7672 25.4555 0.3312
H -11.8807 -27.3707 24.1703 0.3029
H -9.9056 -26.4421 24.8004 0.3446
H -10.3677 -25.9592 26.4768 0.3184
H -10.5675 -23.0545 24.1954 0.2424
H -9.3862 -24.3553 23.8151 0.3094
H -9.4401 -23.6970 25.3876 0.3114
H -11.0472 -28.1527 26.7871 0.2594
H -10.7416 -28.8473 25.3644 0.2704
C -6.2639 -28.2339 9.7597 -1.3476
C -6.9853 -28.6876 8.5085 0.4758
C -8.3994 -29.1520 8.7011 -0.6160
O -8.5064 -30.4213 9.4247 -0.3152
C -9.8444 -30.9051 9.5368 -0.6724
N -6.9407 -27.5253 7.6375 -0.6802
H -6.8617 -27.4575 10.2372 0.2957
H -5.2272 -27.9887 9.5286 0.3883
H -6.2638 -29.0842 10.4416 0.3089
H -6.3733 -29.5101 8.1384 0.2449
H -8.8837 -29.3258 7.7402 0.3605
H -9.0124 -28.4485 9.2646 0.2692
H -10.3961 -30.3057 10.2611 0.2640
H -9.7967 -31.9104 9.9552 0.2427
H -10.3757 -30.9492 8.5860 0.2864
H -6.0268 -27.1792 7.3821 0.2621
H -7.4527 -26.7179 7.9633 0.2350
C 0.4359 -32.3784 18.8407 -1.4564
C -0.8174 -31.7234 18.1628 0.3826
C -1.4188 -32.5912 17.0208 -0.6827
O -2.6974 -32.1239 16.5011 -0.3748
C -3.6109 -33.0739 15.8339 -0.6640
N -1.8770 -31.6043 19.1866 -0.7363
H 0.3437 -33.4542 18.9897 0.3688
H 0.8467 -31.9074 19.7337 0.3728
H 1.2773 -32.3982 18.1480 0.3878
H -0.5565 -30.7265 17.8073 0.2692
H -1.5202 -33.6317 17.3294 0.3485
H -0.7817 -32.5880 16.1363 0.3516
H -3.1081 -33.4578 14.9463 0.2889
H -4.4904 -32.5360 15.4799 0.2393
H -3.8619 -33.8866 16.5156 0.2912
H -1.8462 -32.5050 19.6427 0.2846
H -2.6778 -31.5972 18.5711 0.3290
C -18.1252 -26.9905 2.4503 -1.4313
C -17.5641 -27.3770 3.7717 0.6453
C -16.5661 -28.5922 3.8464 -0.6900
O -17.3486 -29.7146 3.3712 -0.3042
C -16.7717 -31.0608 3.3954 -0.7185
N -16.8920 -26.1214 4.2299 -0.6837
H -18.9765 -26.3202 2.5686 0.3545
H -18.5243 -27.8536 1.9175 0.3291
H -17.4494 -26.3667 1.8652 0.3648
H -18.3929 -27.6183 4.4374 0.1571
H -16.2794 -28.9068 4.8499 0.3677
H -15.6566 -28.4087 3.2745 0.3477
H -16.3372 -31.3008 4.3659 0.2815
H -15.9497 -31.0186 2.6809 0.2945
H -17.4670 -31.8786 3.2062 0.2444
H -16.5052 -26.2056 5.1591 0.2109
H -17.5161 -25.3288 4.2793 0.2335
C -9.9978 -25.8962 16.4319 -1.3170
C -10.6169 -26.2019 15.0647 0.5562
C -10.5160 -25.0253 14.0707 -0.8199
O -11.0459 -25.3235 12.8072 -0.3068
C -11.2977 -24.2685 11.9461 -0.7749
N -10.1946 -27.4947 14.4469 -0.7103
H -10.1730 -24.8348 16.6077 0.3530
H -8.9097 -25.8940 16.3675 0.3549
H -10.3467 -26.5192 17.2554 0.3132
H -11.6501 -26.4214 15.3337 0.1393
H -9.5415 -24.5391 14.1144 0.3966
H -11.1485 -24.2527 14.5078 0.3690
H -11.8123 -23.4296 12.4148 0.2966
H -11.8529 -24.4794 11.0321 0.2636
H -10.3328 -23.9023 11.5956 0.3336
H -9.1948 -27.5837 14.3350 0.2640
H -10.4508 -27.4434 13.4713 0.2879
C -2.6722 -24.3726 22.0248 -1.4245
C -1.4725 -24.1668 22.9387 0.5773
C -1.6215 -23.1992 24.0945 -0.7153
O -0.2755 -23.0136 24.5564 -0.2905
C -0.2300 -22.3354 25.7472 -0.7820
N -1.1115 -25.5220 23.4280 -0.8135
H -3.4661 -24.8666 22.5849 0.3651
H -2.4317 -25.0970 21.2467 0.3478
H -2.8057 -23.3737 21.6095 0.3646
H -0.5589 -23.9794 22.3744 0.2911
H -2.4672 -23.4232 24.7448 0.3654
H -1.7824 -22.1648 23.7908 0.3694
H -0.8176 -21.4177 25.7246 0.3120
H 0.7943 -21.9923 25.8931 0.2588
H -0.5062 -22.8931 26.6420 0.2987
H -0.1643 -25.5424 23.7780 0.2351
H -1.0093 -26.2112 22.6968 0.2405
C -15.2581 -18.2215 4.8037 -1.2904
C -15.3543 -18.2455 3.2239 0.2852
C -16.7266 -17.6680 2.6836 -0.6409
O -17.0230 -17.9247 1.3461 -0.3264
C -18.1871 -17.4225 0.7646 -0.6682
N -14.3403 -17.3226 2.8453 -0.7533
H -14.2916 -18.6459 5.0755 0.3536
H -15.9858 -18.8986 5.2512 0.3551
H -15.4597 -17.2248 5.1962 0.3504
H -15.1735 -19.2077 2.7448 0.3638
H -16.6578 -16.5935 2.8534 0.2426
H -17.5263 -18.1616 3.2359 0.3940
H -18.9907 -17.6417 1.4677 0.3026
H -18.3042 -17.9432 -0.1858 0.2292
H -18.1920 -16.3505 0.5671 0.2727
H -14.4765 -16.4452 3.3268 0.2494
H -14.4431 -17.0630 1.8746 0.2805
C -11.4911 -37.6156 23.9965 -1.3498
C -11.3298 -36.1222 23.7006 0.6159
C -10.6887 -35.8240 22.3391 -0.8282
O -10.3506 -34.5035 22.3739 -0.3158
C -9.9174 -34.0252 21.0768 -0.7606
N -12.6744 -35.5605 23.8596 -0.7354
H -11.9851 -38.0809 23.1436 0.3175
H -12.0677 -37.8053 24.9019 0.3474
H -10.5315 -38.1325 24.0123 0.3542
H -10.5138 -35.8357 24.3641 0.1607
H -11.1795 -36.1997 21.4413 0.4688
H -9.7048 -36.2925 22.3611 0.3358
H -10.7948 -33.9052 20.4411 0.3030
H -9.1682 -34.6788 20.6301 0.3004
H -9.6200 -32.9822 21.1856 0.2676
H -12.6091 -34.5882 23.5942 0.2644
H -12.8744 -35.5964 24.8489 0.2542
C -15.9871 -31.8372 17.5617 -1.4722
C -15.9385 -32.1986 16.0828 0.5091
C -15.9515 -33.6425 15.8435 -0.7890
O -16.0490 -33.9089 14.4338 -0.3611
C -15.9458 -35.2277 14.0298 -0.7192
N -17.1440 -31.5862 15.4961 -0.7666
H -16.0578 -30.7590 17.7056 0.3767
H -15.0834 -32.1912 18.0577 0.3731
H -16.8526 -32.2206 18.1020 0.3580
H -14.9569 -31.9284 15.6935 0.2553
H -16.7140 -34.1826 16.4047 0.3532
H -14.9695 -34.0920 15.9906 0.4171
H -16.6155 -35.8433 14.6304 0.3106
H -14.9528 -35.6534 14.1742 0.2723
H -16.1121 -35.2399 12.9526 0.2477
H -17.9672 -31.8346 16.0259 0.2796
H -17.1918 -32.2535 14.7395 0.3556
```

Results
HOMO-LUMO gap: 9.03 eV
max |F|: 0.15851 hartree/bohr
2S+1: 1
calculated total energy: -3726.9266 hartree


DFT (the ωB97M-V functional and the def2-TZVPD basis) results for a 2-piece molecular cluster, C41H22BF15O2 overall at a distorted geometry.

The geometry in XYZ format:
```
81
Properties=species:S:1:pos:R:3:mulliken_charge:R:1
C 5.5714 -5.7424 3.7245 -0.8404
O 4.2245 -5.8688 3.1857 -0.4380
C 3.6612 -4.7757 2.6091 0.8066
C 2.3159 -4.9405 2.2184 -0.8490
C 1.6323 -3.8523 1.7579 -0.4295
C 2.2464 -2.5734 1.7176 0.3750
C 1.4235 -1.4200 1.3822 0.6475
C 0.2596 -1.7493 0.7232 -1.3917
C -0.9822 -0.9754 0.7613 0.5919
C -2.3065 -1.6133 1.0509 0.3737
C -3.3803 -0.7803 1.3651 -0.3180
C -4.6213 -1.3842 1.5664 -0.7874
C -4.7549 -2.7662 1.3661 -0.5102
C -3.6851 -3.5423 0.9082 -0.8580
C -2.4568 -2.9420 0.7040 -0.2313
C 1.6964 -0.0396 1.7981 -0.1815
C 2.3791 0.2176 3.0000 -0.9231
C 2.2082 1.4101 3.6688 -1.0250
C 1.3298 2.3938 3.1591 0.6512
O 1.0363 3.4461 3.9738 -0.5049
C 0.0021 4.4033 3.6180 -0.4939
C 0.8007 2.2350 1.8537 1.0425
C 1.0906 1.0749 1.1471 -1.1391
C 3.6186 -2.4480 1.9633 -0.8442
C 4.3412 -3.5396 2.4110 -0.5720
H 5.7206 -6.7126 4.2152 0.2449
H 6.2900 -5.5896 2.9014 0.3190
H 5.6229 -4.9085 4.4391 0.3575
H 1.8407 -5.9058 2.3184 0.4673
H 0.5826 -3.9555 1.4962 0.4973
H 0.3180 -2.5459 -0.0421 1.1287
H -0.8672 -0.0136 1.2616 0.2654
H -3.2776 0.3145 1.3208 0.4110
H -5.4814 -0.7897 1.8793 0.4136
H -5.7001 -3.2665 1.5789 0.3770
H -3.7578 -4.6025 0.7011 0.4049
H -1.6260 -3.4198 0.1736 0.4638
H 2.9736 -0.5653 3.4573 0.5285
H 2.6910 1.6115 4.6188 0.4402
H 0.2157 5.2842 4.2397 0.3026
H 0.0521 4.6809 2.5528 0.1338
H -0.9910 3.9904 3.8689 0.2716
H 0.1539 3.0078 1.4246 -0.2600
H 0.7740 1.0044 0.1002 0.6798
H 4.1084 -1.4859 1.8261 0.6324
H 5.4065 -3.4427 2.6424 0.3728
F -0.2611 6.6551 -0.4284 -0.3412
C -0.3348 5.3145 -0.5218 0.1664
C -1.5631 4.6718 -0.3687 0.4925
F -2.6435 5.3677 0.0394 -0.3534
C -1.6731 3.3436 -0.7509 -0.4343
F -2.8067 2.6555 -0.4256 -0.3724
C -0.6251 2.6884 -1.4266 2.1340
B -0.9142 1.5393 -2.4124 -0.2095
C -2.3510 1.3587 -2.9602 1.0711
C -3.2218 0.2642 -2.8402 -0.5914
F -2.9078 -0.7673 -2.0146 -0.1456
C -4.4377 0.2476 -3.5130 0.0147
F -5.3273 -0.7462 -3.3060 -0.2938
C -4.7519 1.2660 -4.4226 0.5280
F -5.8566 1.1595 -5.1885 -0.2895
C -3.9033 2.3618 -4.5698 0.1678
F -4.1446 3.3099 -5.4986 -0.2850
C -2.7722 2.4230 -3.7690 0.0018
F -2.0639 3.5875 -3.7922 -0.3053
C 0.2137 0.8136 -3.1797 1.4573
C 0.4693 -0.5643 -3.2112 -0.3827
F -0.2779 -1.4161 -2.4485 -0.2942
C 1.4994 -1.1037 -3.9756 0.0301
F 1.7476 -2.4303 -3.9707 -0.3011
C 2.2720 -0.2699 -4.7826 0.5324
F 3.2055 -0.8042 -5.5963 -0.2894
C 2.0165 1.1027 -4.8135 0.1666
F 2.7045 1.9122 -5.6472 -0.2927
C 1.0107 1.6114 -4.0076 0.0371
F 0.8175 2.9521 -4.0278 -0.3865
H -1.0501 -0.9596 -0.2907 -0.6456
C 0.6486 3.2566 -1.2420 -0.8035
F 1.7740 2.5018 -1.3841 -0.4951
C 0.8024 4.5866 -0.8785 0.4676
F 2.0064 5.1933 -0.9817 -0.3586
```

Results
HOMO-LUMO gap: 5.41 eV
max |F|: 0.05215 hartree/bohr
2S+1: 1
calculated total energy: -3248.6962 hartree